Record 1
Entry from OMol25: a molecular structure, C25H31N3O4 in a non-equilibrium geometry (the ωB97M-V functional and the def2-TZVPD basis).

Cartesian coordinates (Å):
C  -6.443  -3.827  -1.081
O  -5.100  -3.188  -1.059
C  -5.077  -1.730  -0.881
C  -3.922  -1.280  -0.797
C  -3.845  -0.054  -0.718
C  -5.097  0.822  -0.388
C  -6.388  0.204  -0.361
C  -6.408  -1.011  -0.856
H  -7.418  -1.454  -0.898
H  -7.164  0.871  -0.450
N  -4.715  2.406  -0.211
C  -3.386  2.363  -0.331
C  -2.741  0.833  -0.547
C  -1.311  0.665  -0.427
O  -0.485  1.567  -1.086
H  0.335  1.322  -0.498
C  -0.838  0.016  1.006
N  0.517  -0.150  1.026
C  1.289  0.219  2.172
C  2.666  -0.003  2.218
N  2.945  -1.394  1.545
C  2.255  -1.506  0.498
C  0.857  -1.322  0.534
H  0.331  -1.544  -0.321
H  0.477  -2.026  0.938
H  2.680  -2.595  -0.001
H  2.756  -1.074  -0.417
C  4.441  -1.577  1.653
C  5.212  -0.945  0.898
C  5.880  0.237  1.319
C  6.627  1.214  0.384
C  6.777  0.672  -0.990
C  6.291  -0.455  -1.317
C  5.480  -1.439  -0.559
H  5.061  -2.300  -0.913
O  6.653  -0.462  -2.614
C  7.423  0.465  -3.162
O  7.515  1.324  -1.601
H  8.379  0.170  -3.294
H  6.800  1.136  -3.721
H  7.126  1.943  0.962
H  5.546  0.641  2.514
H  4.384  -2.837  1.440
H  4.674  -1.771  2.752
H  3.058  0.155  3.006
H  3.234  0.656  1.396
H  1.040  1.014  2.624
H  0.946  -0.756  3.023
H  -1.029  1.123  1.509
H  -1.602  -0.606  1.364
H  -1.239  -0.255  -1.173
C  -2.555  3.604  -0.079
H  -1.334  3.481  -0.320
H  -2.897  4.235  -0.611
H  -2.598  3.854  1.110
C  -5.484  3.433  0.130
H  -5.545  3.901  -1.047
H  -6.622  2.995  0.149
H  -5.187  4.044  0.792
H  -2.961  -1.891  -0.576
H  -7.010  -3.525  -2.103
H  -7.038  -3.735  -0.158
H  -6.214  -4.873  -1.391

Output
- HOMO energy (eV) = -6.4
- E (eV) = -39061.384
- ΔE to the lowest compared entry with this formula, charge and spin (kcal/mol) = 696.3
- charge = 0

Record 2
Entry from OMol25: a single C25H31N3O4S molecule (the ωB97M-V functional and the def2-TZVPD basis).

Cartesian coordinates (Å):
C  6.221  -5.178  -1.862
C  5.104  -4.347  -2.455
O  4.666  -4.560  -3.565
N  4.595  -3.366  -1.649
C  3.480  -2.583  -1.955
C  2.840  -2.417  -3.172
C  1.745  -1.564  -3.219
C  1.317  -0.908  -2.082
C  1.949  -1.078  -0.859
C  3.036  -1.917  -0.805
C  3.898  -2.306  0.358
H  4.203  -1.450  0.959
H  3.361  -3.002  1.007
C  5.100  -2.979  -0.328
C  6.250  -1.983  -0.485
H  7.058  -2.400  -1.079
H  6.644  -1.713  0.491
H  5.890  -1.085  -0.982
H  5.437  -3.861  0.221
H  1.588  -0.544  0.005
S  -0.122  0.142  -2.143
O  -0.392  0.499  -3.506
O  0.040  1.206  -1.185
N  -1.285  -0.925  -1.546
C  -2.020  -0.411  -0.413
H  -1.292  0.007  0.282
C  -3.028  0.652  -0.875
C  -3.668  1.293  0.351
O  -4.776  1.012  0.751
N  -2.812  2.173  0.937
C  -2.959  2.907  2.119
C  -1.879  3.687  2.527
C  -1.949  4.436  3.689
C  -3.113  4.394  4.446
C  -4.197  3.622  4.054
C  -4.117  2.877  2.885
H  -4.949  2.272  2.567
C  -5.451  3.605  4.875
H  -6.061  2.739  4.632
H  -6.038  4.502  4.675
H  -5.218  3.589  5.937
H  -3.174  4.975  5.356
C  -0.792  5.281  4.133
H  -0.478  4.998  5.137
H  0.054  5.170  3.460
H  -1.080  6.331  4.159
H  -0.981  3.703  1.925
H  -1.916  2.295  0.480
H  -2.469  1.414  -1.429
C  -4.026  -0.018  -1.817
C  -3.266  -0.603  -3.007
C  -2.145  -1.536  -2.542
H  -1.511  -1.816  -3.383
H  -2.563  -2.444  -2.095
H  -3.945  -1.155  -3.658
H  -2.816  0.206  -3.585
H  -4.763  0.710  -2.160
H  -4.559  -0.802  -1.275
H  -2.541  -1.242  0.070
H  1.224  -1.384  -4.145
H  3.183  -2.937  -4.050
H  7.064  -4.565  -1.559
H  6.548  -5.886  -2.619
H  5.858  -5.731  -0.998

Output
- HOMO energy (eV) = -8.2
- E (eV) = -49925.483
- ΔE to the lowest compared entry with this formula, charge and spin (kcal/mol) = 9.7
- charge = 0
- SMILES = CC(=O)N1c2ccc(S(=O)(=O)N3CCC[C@@H](C(=O)Nc4cc(C)cc(C)c4)C3)cc2C[C@@H]1C

Record 3
Entry from OMol25: a molecular structure, C25H31N6O6S3ScSi (the ωB97M-V functional and the def2-TZVPD basis).

Cartesian coordinates (Å):
Sc  -0.772  0.365  -0.246
O  1.645  1.849  2.831
C  0.746  0.813  2.470
O  0.701  0.679  1.138
C  -0.639  1.208  3.005
O  -1.652  0.561  2.264
C  -1.912  -0.782  2.642
C  -0.686  -1.667  2.542
O  -1.012  -3.021  2.228
O  1.293  -0.361  3.111
H  2.276  1.836  2.100
H  -0.754  1.021  4.080
H  -0.762  2.270  2.807
H  -2.297  -0.807  3.673
H  -2.678  -1.133  1.958
S  -1.386  1.449  -2.569
C  -0.259  0.897  -3.810
C  -0.495  1.214  -5.149
C  0.380  0.828  -6.152
C  1.523  0.108  -5.815
C  1.768  -0.216  -4.492
C  0.894  0.163  -3.462
S  1.237  -0.275  -1.808
H  -1.391  1.773  -5.394
H  0.169  1.082  -7.185
H  2.220  -0.208  -6.584
H  2.653  -0.782  -4.226
C  1.797  4.870  1.347
N  0.416  4.485  1.183
C  -0.160  3.729  0.216
S  -1.761  3.218  0.443
N  0.560  3.317  -0.836
C  1.718  3.924  -1.458
H  1.961  5.086  2.403
H  2.083  5.752  0.766
H  2.454  4.044  1.086
H  -0.254  4.816  1.855
H  0.004  2.735  -1.478
H  1.682  5.016  -1.419
H  1.696  3.627  -2.506
H  2.666  3.582  -1.040
C  -2.506  -4.289  -0.383
Si  -2.132  -2.530  -0.918
C  -3.810  -1.634  -0.932
C  -1.586  -2.550  -2.713
N  -1.047  -1.737  0.100
C  -0.336  -2.198  1.204
C  1.053  -2.664  0.902
C  1.974  -3.182  1.717
C  1.890  -3.336  3.165
C  1.192  -2.562  3.992
C  0.391  -1.363  3.573
H  -3.345  -4.703  -0.950
H  -2.737  -4.331  0.682
H  -1.634  -4.924  -0.559
H  -4.441  -2.030  -1.736
H  -3.264  0.056  -2.021
H  -4.354  -1.758  0.006
H  -2.197  -3.250  -3.292
H  -0.535  -2.840  -2.785
H  -1.663  -1.565  -3.183
H  1.299  -2.556  -0.149
H  2.901  -3.514  1.258
H  2.481  -4.138  3.600
H  1.204  -2.796  5.051
H  -0.118  -0.986  4.472
O  -2.953  0.415  -0.135
N  -3.735  -0.154  -1.125
C  -5.073  0.479  -1.158
C  -5.927  0.068  -2.174
N  -6.639  -0.273  -3.030
C  -5.462  1.331  -0.127
N  -5.872  2.033  0.702

Output
- HOMO energy (eV) = -1.8
- E (eV) = -108741.541
- ΔE to the lowest compared entry with this formula, charge and spin (kcal/mol) = 58.3
- charge = -2

Q: Which of these has the lowest HOMO energy?
A: C25H31N3O4S

Please write out number 1 again, unchanged.
Entry from OMol25: a molecular structure, C25H31N3O4 in a non-equilibrium geometry (the ωB97M-V functional and the def2-TZVPD basis).

Cartesian coordinates (Å):
C  -6.443  -3.827  -1.081
O  -5.100  -3.188  -1.059
C  -5.077  -1.730  -0.881
C  -3.922  -1.280  -0.797
C  -3.845  -0.054  -0.718
C  -5.097  0.822  -0.388
C  -6.388  0.204  -0.361
C  -6.408  -1.011  -0.856
H  -7.418  -1.454  -0.898
H  -7.164  0.871  -0.450
N  -4.715  2.406  -0.211
C  -3.386  2.363  -0.331
C  -2.741  0.833  -0.547
C  -1.311  0.665  -0.427
O  -0.485  1.567  -1.086
H  0.335  1.322  -0.498
C  -0.838  0.016  1.006
N  0.517  -0.150  1.026
C  1.289  0.219  2.172
C  2.666  -0.003  2.218
N  2.945  -1.394  1.545
C  2.255  -1.506  0.498
C  0.857  -1.322  0.534
H  0.331  -1.544  -0.321
H  0.477  -2.026  0.938
H  2.680  -2.595  -0.001
H  2.756  -1.074  -0.417
C  4.441  -1.577  1.653
C  5.212  -0.945  0.898
C  5.880  0.237  1.319
C  6.627  1.214  0.384
C  6.777  0.672  -0.990
C  6.291  -0.455  -1.317
C  5.480  -1.439  -0.559
H  5.061  -2.300  -0.913
O  6.653  -0.462  -2.614
C  7.423  0.465  -3.162
O  7.515  1.324  -1.601
H  8.379  0.170  -3.294
H  6.800  1.136  -3.721
H  7.126  1.943  0.962
H  5.546  0.641  2.514
H  4.384  -2.837  1.440
H  4.674  -1.771  2.752
H  3.058  0.155  3.006
H  3.234  0.656  1.396
H  1.040  1.014  2.624
H  0.946  -0.756  3.023
H  -1.029  1.123  1.509
H  -1.602  -0.606  1.364
H  -1.239  -0.255  -1.173
C  -2.555  3.604  -0.079
H  -1.334  3.481  -0.320
H  -2.897  4.235  -0.611
H  -2.598  3.854  1.110
C  -5.484  3.433  0.130
H  -5.545  3.901  -1.047
H  -6.622  2.995  0.149
H  -5.187  4.044  0.792
H  -2.961  -1.891  -0.576
H  -7.010  -3.525  -2.103
H  -7.038  -3.735  -0.158
H  -6.214  -4.873  -1.391

Output
- HOMO energy (eV) = -6.4
- E (eV) = -39061.384
- ΔE to the lowest compared entry with this formula, charge and spin (kcal/mol) = 696.3
- charge = 0

Please write out number 3 again, unchanged.
Entry from OMol25: a molecular structure, C25H31N6O6S3ScSi (the ωB97M-V functional and the def2-TZVPD basis).

Cartesian coordinates (Å):
Sc  -0.772  0.365  -0.246
O  1.645  1.849  2.831
C  0.746  0.813  2.470
O  0.701  0.679  1.138
C  -0.639  1.208  3.005
O  -1.652  0.561  2.264
C  -1.912  -0.782  2.642
C  -0.686  -1.667  2.542
O  -1.012  -3.021  2.228
O  1.293  -0.361  3.111
H  2.276  1.836  2.100
H  -0.754  1.021  4.080
H  -0.762  2.270  2.807
H  -2.297  -0.807  3.673
H  -2.678  -1.133  1.958
S  -1.386  1.449  -2.569
C  -0.259  0.897  -3.810
C  -0.495  1.214  -5.149
C  0.380  0.828  -6.152
C  1.523  0.108  -5.815
C  1.768  -0.216  -4.492
C  0.894  0.163  -3.462
S  1.237  -0.275  -1.808
H  -1.391  1.773  -5.394
H  0.169  1.082  -7.185
H  2.220  -0.208  -6.584
H  2.653  -0.782  -4.226
C  1.797  4.870  1.347
N  0.416  4.485  1.183
C  -0.160  3.729  0.216
S  -1.761  3.218  0.443
N  0.560  3.317  -0.836
C  1.718  3.924  -1.458
H  1.961  5.086  2.403
H  2.083  5.752  0.766
H  2.454  4.044  1.086
H  -0.254  4.816  1.855
H  0.004  2.735  -1.478
H  1.682  5.016  -1.419
H  1.696  3.627  -2.506
H  2.666  3.582  -1.040
C  -2.506  -4.289  -0.383
Si  -2.132  -2.530  -0.918
C  -3.810  -1.634  -0.932
C  -1.586  -2.550  -2.713
N  -1.047  -1.737  0.100
C  -0.336  -2.198  1.204
C  1.053  -2.664  0.902
C  1.974  -3.182  1.717
C  1.890  -3.336  3.165
C  1.192  -2.562  3.992
C  0.391  -1.363  3.573
H  -3.345  -4.703  -0.950
H  -2.737  -4.331  0.682
H  -1.634  -4.924  -0.559
H  -4.441  -2.030  -1.736
H  -3.264  0.056  -2.021
H  -4.354  -1.758  0.006
H  -2.197  -3.250  -3.292
H  -0.535  -2.840  -2.785
H  -1.663  -1.565  -3.183
H  1.299  -2.556  -0.149
H  2.901  -3.514  1.258
H  2.481  -4.138  3.600
H  1.204  -2.796  5.051
H  -0.118  -0.986  4.472
O  -2.953  0.415  -0.135
N  -3.735  -0.154  -1.125
C  -5.073  0.479  -1.158
C  -5.927  0.068  -2.174
N  -6.639  -0.273  -3.030
C  -5.462  1.331  -0.127
N  -5.872  2.033  0.702

Output
- HOMO energy (eV) = -1.8
- E (eV) = -108741.541
- ΔE to the lowest compared entry with this formula, charge and spin (kcal/mol) = 58.3
- charge = -2